A structure of composition C22H34IrN6O7PS2Te in a non-equilibrium geometry. Source: the Open Molecules 2025 dataset; level of theory: the ωB97M-V functional and the def2-TZVPD basis.

HOMO level, Ha: -0.5148
LUMO energy, eV: -6.0
Total energy, eV: -87717.05226
Molar mass, g/mol: 909.5
ΔE to the lowest compared entry with this formula, charge and spin, eV: 0.443
Frontier orbital gap, eV: 8.0

```
! RIJCOSX wB97M-V def2-TZVPD def2/J DEFGRID3
* xyz 2 1
Ir -0.92450 1.61355 -0.24263
N 1.24813 2.01294 2.35074
C 0.10977 2.71717 2.44032
N -0.86952 2.69845 1.55151
C -1.92876 3.55361 1.96751
C -3.14351 3.79176 1.33049
C -4.04801 4.66796 1.90756
C -3.77239 5.31004 3.11212
C -2.57644 5.07650 3.76298
C -1.67745 4.19663 3.17841
S -0.12378 3.73831 3.80935
H 1.44047 1.45546 1.53893
H 1.97277 2.13001 3.03819
H -3.38551 3.31887 0.39305
H -4.98750 4.85864 1.40622
H -4.49449 5.99005 3.54142
H -2.34677 5.56380 4.70085
C -4.59645 -1.20650 2.37954
C -4.84572 -0.25704 1.20125
C -3.60846 0.36182 0.73989
N -2.62732 0.83803 0.39931
H -5.54602 -1.63542 2.69052
H -4.16796 -0.67764 3.22937
H -3.93196 -2.02066 2.09509
H -5.52598 0.55241 1.47394
H -5.28277 -0.77751 0.34705
C 2.73815 3.27848 -0.57913
C 1.47581 3.57356 -1.33874
O 0.67130 2.34397 -1.47802
P -0.53063 2.15904 -2.64448
O -1.06308 0.80451 -2.14811
Te -1.97139 3.75156 -1.82445
O 0.12158 2.07671 -4.03266
C 0.78529 0.88836 -4.61995
C 2.26549 1.13996 -4.70218
H 3.30309 4.20573 -0.47860
H 3.36286 2.55921 -1.10798
H 2.53218 2.91662 0.42396
H 1.70499 3.89024 -2.35652
H 0.84808 4.32919 -0.86992
H 0.32393 0.77910 -5.59683
H 0.52934 0.02279 -4.01146
H 2.47775 2.02032 -5.30644
H 2.74715 0.28034 -5.16863
H 2.70143 1.27832 -3.71083
C 2.86789 -7.03600 -2.58411
C 1.89294 -6.37217 -1.61729
S 2.54311 -4.80736 -1.09892
O 2.38680 -3.83936 -2.16489
O 3.83820 -4.98328 -0.50122
C 1.44293 -4.23505 0.19939
C 2.10243 -2.97913 0.77862
N 1.13530 -1.89060 1.00477
C 0.95061 -0.86866 0.14723
N 0.02018 -0.03373 0.63385
C -0.42020 -0.55505 1.82441
C 0.26204 -1.69865 2.05024
N 0.09285 -2.58883 3.17268
O 0.75086 -3.60759 3.18474
O -0.71335 -2.23576 4.00340
C 1.70314 -0.73110 -1.12484
H 2.44609 -7.98302 -2.91472
H 3.82171 -7.23034 -2.09875
H 3.03703 -6.41185 -3.46010
H 1.74943 -6.96307 -0.71145
H 0.92703 -6.16640 -2.07975
H 1.29273 -5.00244 0.95522
H 0.49619 -4.00267 -0.28924
H 2.83285 -2.57579 0.08125
H 2.61633 -3.19553 1.70768
H -1.16419 -0.08580 2.44228
H 2.74224 -0.45580 -0.92675
H 1.24849 0.04059 -1.73155
H 1.71517 -1.67482 -1.67418
*
```